one | 16
Properties=species:S:1:pos:R:3:mulliken_charge:R:1 method="wB97M-V/def2-TZVPD" total_charge=-1 s2=0.75 spin_multiplicity=2 orbital_gap_ev="2.709 / 12.164"
C -1.04 -2.65 0.91 -1.277
C -1.26 -1.18 1.26 0.535
H -0.31 -2.76 0.11 0.543
H -0.63 -3.17 1.78 0.306
H -1.92 -3.21 0.59 0.289
H -0.58 -0.51 0.74 -1.339
H -2.25 -0.79 1.01 0.525
H -1.04 -0.98 2.31 0.434
C 1.19 2.67 -1.11 -2.171
C 1.06 1.15 -1.09 -2.451
H 0.83 3.10 -2.04 0.560
H 0.66 3.08 -0.25 0.648
H 2.24 2.98 -1.01 0.582
H 1.60 0.75 -0.23 0.782
H 1.43 0.68 -2.01 0.875
H 0.02 0.84 -0.96 0.160

=====

two | 16
Properties=species:S:1:pos:R:3:mulliken_charge:R:1 method="wB97M-V/def2-TZVPD" total_charge=-1 s2=0.75 spin_multiplicity=2 orbital_gap_ev="2.735 / 11.826"
C 2.25 -1.62 1.10 -0.394
C 1.34 -0.61 0.40 -1.617
H 2.24 -1.65 2.18 0.566
H 2.05 -2.61 0.63 0.379
H 3.26 -1.55 0.65 0.417
H 1.52 0.45 0.69 0.344
H 0.34 -0.78 0.77 -0.175
H 1.35 -0.63 -0.68 -0.169
C -2.19 1.64 -1.09 -0.540
C -1.39 0.54 -0.36 -0.943
H -2.50 1.32 -2.11 0.417
H -3.13 1.80 -0.55 0.362
H -1.69 2.59 -1.20 0.499
H -1.39 -0.43 -0.83 0.085
H -0.36 0.93 -0.28 -0.314
H -1.69 0.62 0.69 0.083

=====

Stability summary - winner: one; margin: 40.3 kJ/mol.